Entry from OMol25: a cluster of 8 separate species, C42H67BrClN3O26P in total (wB97M-V/def2-TZVPD).

Calculated values
total charge	+1
2S+1	1
gap between HOMO and LUMO	8.5188	eV

Each line ends with the Mulliken charge.
Atoms and positions in Å:
C -4.7512 0.0483 -3.3097  -0.744
C -4.8327 -1.4480 -3.4340  0.570
O -4.6455 -2.0222 -4.4663  -0.508
O -5.1715 -2.1349 -2.2886  -0.403
C -4.0582 -2.6373 -1.5284  -0.352
C -4.3293 -2.3910 -0.0389  -1.020
N -3.4226 -1.4549 0.6856  0.900
C -2.3637 -2.0858 1.2996  -0.949
N -2.5975 -2.4112 2.5617  0.123
Cl -1.4895 -3.0941 3.6265  0.035
N -1.1609 -2.3412 0.7288  0.651
P -0.8376 -4.0122 0.4133  0.462
O -1.4295 -4.4661 -0.8560  -0.618
C -0.8184 -1.4933 -0.4547  -0.164
C 0.6967 -1.2302 -0.4172  -0.651
O 1.1417 -1.2311 0.9373  -0.164
C 2.5145 -0.9483 0.9678  0.472
C 2.8430 0.4967 0.7417  -0.357
O 3.2882 -1.8495 1.1200  -0.567
C -1.5789 -0.1668 -0.4546  -1.896
C -3.0578 -0.1958 0.0002  1.940
C -3.3310 0.9870 0.9730  -1.430
C -4.7279 1.5650 0.7905  -0.067
C -5.8499 0.5571 1.0624  -0.770
Br -4.9171 3.1540 1.8915  -0.111
H -5.2074 0.4756 -4.2031  0.405
H -5.2816 0.4302 -2.4384  0.187
H -3.7045 0.3569 -3.3034  0.203
H -3.9984 -3.7110 -1.7088  0.395
H -3.1167 -2.2116 -1.8778  0.302
H -4.3019 -3.3482 0.4880  0.478
H -5.3456 -2.0121 0.0572  0.490
H -3.5079 -2.1878 2.9488  0.301
H 0.5485 -4.1522 0.5114  0.174
H -1.3950 -4.6606 1.5189  -0.096
H -0.9882 -2.0695 -1.3670  0.557
H 0.9048 -0.2835 -0.9232  0.124
H 1.2282 -2.0109 -0.9768  0.707
H 1.9236 1.0771 0.8243  0.306
H 3.5907 0.8434 1.4475  0.122
H 3.1857 0.6062 -0.2850  -0.001
H -1.5331 0.2144 -1.4769  0.240
H -1.0127 0.5372 0.1568  0.645
H -3.7101 -0.0483 -0.8568  -0.839
H -2.6027 1.7809 0.8165  0.534
H -3.2547 0.5935 1.9911  0.345
H -4.8238 1.9097 -0.2413  0.402
H -6.1203 0.0875 0.1116  0.047
H -5.5599 -0.1914 1.7969  0.070
H -6.7415 1.0707 1.4136  0.579
C 6.8135 3.0704 5.1817  -1.432
C 7.2272 2.1243 4.0845  0.512
C 8.1947 2.6955 3.0672  -0.516
O 7.8487 1.9753 1.8759  -0.323
C 6.5601 1.5909 1.9817  0.621
O 5.9099 1.1428 1.0919  -0.479
O 6.1066 1.7866 3.2394  -0.310
H 6.1612 2.5724 5.8975  0.354
H 7.6908 3.4385 5.7132  0.382
H 6.2675 3.9179 4.7664  0.349
H 7.6134 1.1914 4.5026  0.254
H 9.2392 2.5265 3.3132  0.305
H 8.0272 3.7606 2.8919  0.291
C -10.8870 0.0873 5.2600  -1.213
C -9.7751 0.4660 4.3215  0.541
C -9.4181 -0.5704 3.2745  -0.432
O -8.0163 -0.3197 3.0685  -0.309
C -7.5223 0.2251 4.2061  0.645
O -6.3576 0.3434 4.4307  -0.544
O -8.5162 0.5871 5.0297  -0.336
H -11.1003 0.9114 5.9317  0.022
H -11.7973 -0.1475 4.7099  0.362
H -10.6062 -0.7738 5.8688  0.365
H -9.9822 1.4321 3.8555  0.237
H -9.9586 -0.4481 2.3399  0.347
H -9.5415 -1.5925 3.6391  0.268
C 5.0982 3.0726 -4.6604  -1.506
C 3.9905 3.2844 -3.6678  0.657
C 4.4062 3.1698 -2.2158  -0.484
O 3.1984 2.6887 -1.5904  -0.276
C 2.4899 2.0302 -2.5251  0.616
O 1.5388 1.3414 -2.2804  -0.621
O 2.9859 2.2365 -3.7474  -0.364
H 4.7416 3.2193 -5.6794  0.392
H 5.9108 3.7734 -4.4726  0.371
H 5.4880 2.0563 -4.5910  0.351
H 3.4790 4.2323 -3.8507  0.210
H 4.7030 4.1145 -1.7705  0.323
H 5.1940 2.4300 -2.0624  0.282
C -0.9295 -8.3104 1.5673  -1.427
C -1.9310 -8.0978 2.6741  0.678
C -1.3891 -8.2612 4.0811  -0.438
O -2.5380 -8.7122 4.8007  -0.332
C -3.3665 -9.3356 3.9228  0.585
O -4.3109 -9.9807 4.2220  -0.496
O -2.9539 -9.1009 2.6491  -0.375
H -1.3841 -8.1236 0.5945  0.338
H -0.0790 -7.6368 1.6885  0.359
H -0.5679 -9.3382 1.5663  0.400
H -2.4250 -7.1252 2.5629  0.109
H -1.0177 -7.3375 4.5189  0.289
H -0.6121 -9.0274 4.1348  0.301
C 10.0005 0.1405 -3.9937  -1.606
C 9.4506 1.1973 -4.9171  0.881
C 10.4892 2.1097 -5.5345  -0.495
O 9.7667 3.3375 -5.6989  -0.337
C 8.7754 3.3586 -4.7845  0.641
O 8.1084 4.3127 -4.5328  -0.590
O 8.6420 2.1548 -4.1925  -0.324
H 9.2040 -0.5073 -3.6300  0.381
H 10.7303 -0.4747 -4.5203  0.380
H 10.4799 0.5970 -3.1264  0.370
H 8.8209 0.7639 -5.6934  0.132
H 10.8537 1.7614 -6.4978  0.279
H 11.3351 2.2906 -4.8663  0.345
C -10.0913 4.4703 9.5574  -1.472
C -10.1357 3.5842 8.3397  0.508
C -9.4266 4.1281 7.1151  -0.446
O -10.1905 3.5598 6.0417  -0.284
C -11.4419 3.3227 6.5027  0.641
O -12.3664 3.0308 5.8153  -0.528
O -11.4853 3.4513 7.8448  -0.348
H -10.5755 3.9879 10.4050  0.358
H -9.0582 4.6885 9.8281  0.379
H -10.6148 5.4069 9.3641  0.357
H -9.7747 2.5801 8.5776  0.256
H -8.3882 3.8174 7.0369  0.323
H -9.4915 5.2165 7.0502  0.294
C 10.5867 0.5138 -11.4068  -1.415
C 9.2523 0.8812 -10.8117  0.491
C 9.0345 2.3617 -10.5706  -0.474
O 8.1597 2.3615 -9.4331  -0.292
C 8.3656 1.2178 -8.7524  0.612
O 7.9424 0.9963 -7.6608  -0.575
O 9.1208 0.3619 -9.4701  -0.337
H 10.6455 -0.5570 -11.5954  0.349
H 10.7361 1.0388 -12.3502  0.379
H 11.3936 0.7763 -10.7221  0.342
H 8.4355 0.4622 -11.4044  0.263
H 8.5624 2.8769 -11.4022  0.315
H 9.9589 2.8763 -10.2983  0.283

***

Entry from OMol25: a cluster of 10 separate species, C42H68N4O26S6 in total (wB97M-V/def2-TZVPD).

Calculated values
ΔE to the lowest compared entry with this formula, charge and spin	0.0	kcal/mol
2S+1	1
gap between HOMO and LUMO	8.1888	eV
SMILES	O=[N+]([O-])c1ccccc1.O=[N+]([O-])c1ccccc1.O=[N+]([O-])c1ccccc1.O=[N+]([O-])c1ccccc1.CCOS(C)(=O)=O.CCOS(C)(=O)=O.CCOS(C)(=O)=O.CCOS(C)(=O)=O.CCOS(C)(=O)=O.CCOS(C)(=O)=O

Each line ends with the Mulliken charge.
Atoms and positions in Å:
C 14.9325 7.4230 14.4369  -0.072
C 16.2110 7.3422 13.9155  -0.526
C 16.4294 6.6390 12.7206  -0.445
C 15.3505 6.0983 12.0249  -0.263
C 14.0529 6.2591 12.5282  -0.362
C 13.8681 6.8988 13.7258  -0.062
N 15.6232 5.3068 10.8131  1.023
O 14.6319 4.8915 10.2226  -0.608
O 16.7752 5.1758 10.4294  -0.616
H 14.7478 7.8606 15.4096  0.295
H 17.0371 7.8418 14.3990  0.375
H 17.4342 6.5919 12.3271  0.445
H 13.1796 5.8242 12.0624  0.630
H 12.8828 6.8403 14.1585  0.176
C 17.3982 9.4331 20.9221  -0.646
C 18.6350 8.8877 20.6566  -0.533
C 18.8484 8.2643 19.4664  -0.495
C 17.8193 8.1448 18.5413  0.021
C 16.5694 8.7243 18.7595  -0.087
C 16.3423 9.3310 19.9994  -0.360
N 18.0028 7.3130 17.3539  1.139
O 17.0253 6.8635 16.8134  -0.528
O 19.1174 7.2202 16.8731  -0.676
H 17.1721 9.9615 21.8395  0.411
H 19.4132 8.9530 21.4050  0.412
H 19.8438 7.8700 19.3048  0.451
H 15.7668 8.4752 18.0779  0.384
H 15.3441 9.6467 20.2647  0.565
C 9.5367 -1.2022 18.5372  -0.402
C 10.7984 -1.2197 19.1224  -0.647
C 11.4380 -0.0074 19.3330  -0.259
C 10.9279 1.2107 18.8905  -0.211
C 9.6858 1.1882 18.2870  0.327
C 9.0068 -0.0077 18.0712  -0.561
N 11.6756 2.4218 19.1538  0.866
O 11.3610 3.4545 18.5872  -0.384
O 12.5987 2.3733 19.9403  -0.612
H 8.9882 -2.1278 18.4196  0.380
H 11.3097 -2.0845 19.5175  0.381
H 12.4524 -0.0289 19.7138  0.383
H 9.3023 2.1511 17.9719  0.279
H 8.0392 0.0322 17.5936  0.405
C 12.1130 12.1842 20.3291  -0.538
C 12.1559 10.9212 20.9121  -0.638
C 10.9818 10.1914 20.9893  -0.214
C 9.8354 10.6687 20.3606  0.284
C 9.7898 11.9122 19.7756  -0.440
C 10.9418 12.7161 19.8052  -0.533
N 8.5609 9.9528 20.5449  1.137
O 7.5667 10.3497 19.9737  -0.648
O 8.5696 8.9895 21.2816  -0.561
H 13.0516 12.7244 20.2822  0.424
H 13.0870 10.5846 21.3431  0.497
H 10.9686 9.1752 21.3610  0.421
H 8.9101 12.3956 19.3766  0.510
H 10.9068 13.7107 19.3871  0.429
O 15.4750 13.4598 18.8874  -0.665
S 15.3440 13.4124 17.4437  1.274
O 14.3148 12.6340 16.7951  -0.602
O 15.0519 14.9198 16.9694  -0.384
C 16.0195 15.9526 17.2084  -0.513
C 16.7483 16.3774 15.9463  -0.834
C 16.9579 13.0296 16.6806  -0.997
H 16.7146 15.6930 18.0135  0.327
H 15.4792 16.7550 17.7160  0.439
H 16.7512 15.4979 15.2992  0.219
H 17.7562 16.7077 16.1794  0.296
H 16.2073 17.0830 15.3166  0.326
H 17.0954 11.9562 16.5893  0.363
H 17.7422 13.5072 17.2620  0.335
H 16.9374 13.4728 15.6880  0.345
O 10.8442 6.7830 13.2387  -0.373
S 9.7500 7.6732 12.9260  1.181
O 10.0267 8.7455 11.9929  -0.739
O 8.6149 6.8308 12.1965  -0.279
C 8.8335 5.8883 11.1230  -0.091
C 8.9580 6.6722 9.8168  -1.201
C 8.8809 8.3486 14.3048  -0.226
H 7.9048 5.3212 11.1070  0.275
H 9.7342 5.3378 11.3920  0.222
H 10.0083 6.9435 9.7069  0.289
H 8.3820 7.5928 9.8410  0.288
H 8.6279 6.0472 8.9861  0.411
H 8.2155 9.1501 13.9975  0.478
H 9.6692 8.7798 14.9273  -0.178
H 8.3534 7.6450 14.9462  -0.106
O 9.5337 1.8888 14.9109  -0.726
S 9.3399 3.3340 14.9205  1.062
O 8.6154 3.9159 13.8311  -0.469
O 8.6128 3.7057 16.3343  -0.091
C 7.5187 4.6035 16.2846  0.909
C 6.2197 3.8877 15.9064  -1.481
C 10.9248 4.0847 15.1475  -0.357
H 7.7181 5.4647 15.6379  -0.147
H 7.3672 5.0400 17.2730  -0.218
H 5.8752 3.5250 16.8827  0.416
H 6.2923 3.0351 15.2368  0.319
H 5.3704 4.4922 15.5849  0.339
H 10.9107 5.1467 15.3774  -0.295
H 11.5015 3.8036 14.2673  0.530
H 11.4374 3.5987 15.9795  0.201
O 5.2218 5.4396 21.3287  -0.647
S 6.2858 6.4304 21.2583  1.141
O 7.5982 6.2295 21.7938  -0.566
O 6.4224 6.8994 19.7155  -0.149
C 5.2796 6.8057 18.8593  -0.339
C 5.4955 7.8347 17.7830  -0.913
C 5.5438 7.9736 21.9311  -0.759
H 4.4328 7.1105 19.4872  0.571
H 5.0726 5.7907 18.5162  0.206
H 4.6458 7.8276 17.1003  0.447
H 6.4272 7.5972 17.2606  -0.034
H 5.6577 8.8266 18.2027  0.287
H 6.2083 8.7644 21.5981  0.097
H 5.4884 7.8783 23.0108  0.418
H 4.5609 8.0711 21.4791  0.325
O 17.0524 4.6854 19.2179  -0.582
S 16.7428 4.6491 20.6175  1.292
O 17.6806 5.1264 21.5979  -0.662
O 15.3910 5.4943 20.9425  -0.367
C 14.3741 5.3985 19.9790  0.325
C 13.1434 6.2275 20.4101  -0.713
C 16.2128 3.0015 21.0838  -0.802
H 13.9948 4.3745 19.9026  -0.017
H 14.6800 5.7907 19.0062  0.197
H 12.8285 5.9778 21.4232  0.551
H 12.3253 6.0207 19.7236  -0.140
H 13.2920 7.3047 20.3242  0.043
H 16.1618 3.0004 22.1738  0.357
H 16.9986 2.2934 20.8295  0.391
H 15.2304 2.6963 20.7325  0.111
O 13.2966 8.2848 17.8873  -0.083
S 12.1623 8.7551 17.1331  0.011
O 12.0039 8.3673 15.7507  -0.378
O 10.8259 8.2528 17.9215  0.323
C 10.4716 6.8826 17.9097  0.556
C 9.5060 6.6033 19.0372  -0.677
C 11.8241 10.4788 17.3660  -0.671
H 11.3278 6.2090 17.9852  0.667
H 9.9313 6.6321 16.9884  -0.577
H 9.0070 7.4790 19.4570  -0.255
H 9.9324 6.2197 19.9702  0.268
H 8.7285 5.8888 18.7737  -0.014
H 12.6591 10.9874 16.8915  0.480
H 11.7015 10.6807 18.4277  -0.089
H 10.8436 10.6029 16.9111  0.376

***

Entry from OMol25: a structure of composition C42H69CrN2P2SSi4Te (wB97M-V/def2-TZVPD).

Calculated values
⟨S²⟩	0.77
2S+1	2
gap between HOMO and LUMO (alpha / beta)	6.3293 / 6.8475	eV

Each line ends with the Löwdin spin population.
Atoms and positions in Å:
Cr -0.3132 1.2296 -0.5136  1.029
C 0.9705 4.5646 2.1047  0.000
C 0.5334 3.3747 2.9490  -0.002
C -0.1553 3.9070 4.2101  0.000
P -0.4957 2.0872 1.9931  -0.005
C -1.0206 1.0740 3.4782  0.001
C -2.1734 0.0794 3.3877  0.001
C 0.2473 0.3088 3.8856  0.000
C -1.8330 3.1826 1.3985  0.000
C -3.0036 3.5421 2.0381  -0.001
C -3.9245 4.3721 1.4074  0.001
C -3.6622 4.8331 0.1278  0.000
C -2.4909 4.4843 -0.5315  0.001
C -1.5604 3.6667 0.0962  0.002
N -0.3866 3.1848 -0.4993  -0.010
C 0.5560 3.9685 -1.1232  0.001
C 0.4147 5.3516 -1.3245  -0.002
C 1.4504 6.0999 -1.8460  0.000
C 2.6692 5.5175 -2.1744  -0.002
C 2.8262 4.1571 -1.9716  0.000
C 1.7940 3.3719 -1.4727  0.000
P 1.9488 1.5964 -1.1012  -0.011
C 3.3706 1.5263 0.1023  -0.005
C 3.2873 2.5917 1.1826  -0.001
C 3.4762 0.1365 0.7243  -0.001
C 2.8315 0.6994 -2.5216  -0.002
C 2.2327 -0.6901 -2.7351  -0.001
C 3.0231 1.3497 -3.8968  0.000
H 1.6768 5.1603 2.6862  0.000
H 0.1193 5.2036 1.8636  0.000
H 1.4600 4.2815 1.1783  0.000
H 1.4379 2.8501 3.2671  0.000
H -1.1888 4.1972 4.0164  0.000
H 0.3708 4.8039 4.5408  0.000
H -0.1374 3.2026 5.0395  0.000
H -1.2776 1.7756 4.2727  0.000
H -2.0277 -0.6474 2.5880  0.001
H -3.1406 0.5664 3.2615  0.000
H -2.2184 -0.4698 4.3304  0.000
H 0.4913 -0.4358 3.1226  0.000
H 0.0778 -0.2119 4.8284  0.000
H 1.1175 0.9527 4.0157  0.000
H -3.2178 3.1575 3.0283  0.000
H -4.8432 4.6424 1.9063  0.000
H -4.3843 5.4614 -0.3760  0.000
H -2.3209 4.8098 -1.5489  0.000
H -0.4998 5.8464 -1.0355  0.000
H 1.3091 7.1647 -1.9826  0.000
H 3.4790 6.1136 -2.5691  0.000
H 3.7824 3.6961 -2.1890  0.000
H 4.2691 1.7092 -0.4992  -0.001
H 2.3179 2.5311 1.6846  0.000
H 3.4034 3.5996 0.7855  0.000
H 4.0614 2.4227 1.9319  0.000
H 2.6282 -0.0474 1.3881  -0.001
H 4.3958 0.0602 1.3065  0.000
H 3.4776 -0.6626 -0.0177  0.000
H 3.8375 0.5752 -2.1064  0.000
H 1.1959 -0.5985 -3.0731  0.000
H 2.2260 -1.2989 -1.8313  0.000
H 2.8022 -1.2183 -3.5014  0.000
H 2.1745 1.1515 -4.5469  0.000
H 3.8975 0.8909 -4.3618  0.000
H 3.1908 2.4236 -3.8687  0.000
S -2.4607 1.4465 -4.5045  0.000
C -0.8926 2.0596 -4.8016  -0.002
C -0.1044 2.0135 -3.6898  -0.003
C -0.7311 1.4437 -2.5370  -0.024
C -2.0334 1.1361 -2.8629  0.001
C -3.0051 0.7764 -1.8540  0.001
C -4.3229 0.4103 -2.1284  0.001
C -5.1748 0.1294 -1.0813  0.001
C -4.6925 0.2189 0.2216  0.001
C -3.3743 0.5818 0.4053  0.000
N -2.5354 0.8598 -0.5908  -0.003
H -0.6322 2.4276 -5.7788  0.000
H 0.8893 2.4324 -3.6967  0.000
H -4.6564 0.3492 -3.1538  0.000
H -6.1997 -0.1538 -1.2736  0.000
H -5.3155 0.0082 1.0770  0.000
H -2.9570 0.6399 1.3961  0.000
C 3.0274 -3.2561 1.7496  0.000
Si 2.3467 -4.2153 0.2674  0.004
C 3.4201 -3.8861 -1.2537  0.000
C 2.4161 -6.0595 0.6590  0.002
Si 0.1108 -3.6165 -0.0891  0.009
Te -0.1783 -1.1710 0.0646  0.017
Si -0.8448 -4.3518 -2.1032  0.000
C 0.1445 -3.8193 -3.6109  0.000
C -0.9573 -6.2335 -2.1043  0.000
C -2.5698 -3.6092 -2.1996  0.000
Si -1.1975 -4.3065 1.7411  0.000
C -0.2764 -3.8354 3.3149  0.000
C -2.8748 -3.4424 1.7001  0.002
C -1.4711 -6.1728 1.7217  -0.001
H 3.9700 -2.7713 1.4991  0.000
H 3.2060 -3.9236 2.5907  0.000
H 2.3401 -2.4810 2.0800  0.000
H 4.2066 -4.6393 -1.3157  0.000
H 3.8989 -2.9099 -1.1970  0.000
H 2.8544 -3.9177 -2.1816  0.000
H 3.4532 -6.3633 0.8086  0.000
H 2.0029 -6.6688 -0.1414  0.000
H 1.8690 -6.2920 1.5696  0.000
H 1.0342 -4.4323 -3.7432  0.000
H 0.4548 -2.7795 -3.5456  0.000
H -0.4719 -3.9285 -4.5048  0.000
H 0.0089 -6.6978 -1.9202  0.000
H -1.3078 -6.5772 -3.0787  0.000
H -1.6488 -6.6006 -1.3526  0.000
H -2.5247 -2.5241 -2.1125  0.000
H -3.2063 -3.9770 -1.3971  0.000
H -3.0441 -3.8559 -3.1510  0.000
H -0.0479 -2.7719 3.3279  0.000
H 0.6645 -4.3750 3.3981  0.000
H -0.8767 -4.0646 4.1965  0.000
H -3.2375 -3.2510 2.7101  0.000
H -3.6136 -4.0596 1.1909  0.000
H -2.8178 -2.4897 1.1792  0.002
H -0.5609 -6.7306 1.5199  0.000
H -2.2035 -6.4505 0.9677  0.000
H -1.8546 -6.4981 2.6901  0.000

***

no.,energy (hartree)
1,-7136.537352
2,-6205.089971
3,-5302.753437